No. 1
The following is a quantum chemistry calculation of a single C6H8FN3O5 molecule at a distorted geometry, from the Open Molecules 2025 dataset.

Element x y z (Å)
C1 0.195 -2.738 1.175
N1 -0.508 -1.571 0.570
C2 0.410 -0.610 -0.123
O1 1.523 -0.953 -0.458
N2 -0.024 0.576 -0.516
C3 0.722 1.422 -1.335
C4 -1.308 1.151 -0.183
O2 -1.180 1.685 1.112
C5 -2.329 0.095 -0.273
F1 -3.511 0.565 0.334
N3 -2.748 -0.337 -1.669
O3 -1.967 0.000 -2.548
O4 -3.793 -0.954 -1.786
C6 -1.826 -1.448 0.674
O5 -2.716 -2.089 1.134
H1 0.449 -3.283 0.345
H2 1.098 -2.344 1.513
H3 -0.414 -3.291 1.844
H4 0.563 1.365 -2.444
H5 0.605 2.471 -1.037
H6 1.719 1.036 -1.153
H7 -1.431 2.017 -0.801
H8 -1.576 1.092 1.727

Frontier orbital gap, eV: 9.77
Maximum force, eV/A: 4.1
E_tot, Eh: -873.636297
Energy above the lowest of the compared OMol25 structures with the same formula, charge and spin, kcal/mol: 18.6

Results of the natural (NBO) charge analysis, in e, for atoms 1 through 4: atom 1 (C): -0.40, atom 2 (N): -0.49, atom 3 (C): 0.82, atom 4 (O): -0.61

***

No. 2
The following is a quantum chemistry calculation of a molecular structure, C6H8I3O3S at a distorted geometry, from the Open Molecules 2025 dataset.

Element x y z (Å)
C1 -0.211 -0.332 0.836
C2 0.378 -0.447 -0.566
C3 -0.087 1.117 1.305
C4 -0.425 0.390 -1.560
C5 -0.665 2.043 0.289
C6 -0.783 1.727 -0.986
O1 -0.575 4.701 0.279
O2 -2.727 3.678 0.455
O3 -1.180 3.564 2.357
S1 -1.252 3.615 0.924
I1 4.202 1.025 -0.942
I2 -1.597 3.084 -2.377
I3 -3.837 1.994 1.197
H1 -1.265 -0.623 0.828
H2 0.326 -0.986 1.525
H3 1.411 -0.093 -0.549
H4 0.391 -1.488 -0.896
H5 -0.589 1.285 2.259
H6 0.969 1.372 1.443
H7 0.141 0.523 -2.486
H8 -1.359 -0.120 -1.824

Frontier orbital gap, eV: 3.11
Maximum force, eV/A: 3.0
E_tot, Eh: -1750.454213
Net charge: -1
Energy above the lowest of the compared OMol25 structures with the same formula, charge and spin, kcal/mol: 19.4

Results of the natural (NBO) charge analysis, in e, for atoms 1 through 4: atom 1 (C): -0.39, atom 2 (C): -0.42, atom 3 (C): -0.45, atom 4 (C): -0.48

***

No. 3
The following is a quantum chemistry calculation of a molecular structure, C6H8KO3 at a distorted geometry, from the Open Molecules 2025 dataset.

Element x y z (Å)
K1 1.596 -0.999 -3.188
O1 1.144 -1.943 -0.957
C1 -0.051 -1.618 -0.957
O2 -0.798 -2.351 -0.087
C2 -1.788 -1.648 0.640
C3 -1.123 -0.569 1.471
H1 -2.300 -2.341 1.321
H2 -2.494 -1.207 -0.076
H3 -1.812 -0.144 2.207
H4 -0.181 -0.910 1.917
O3 -0.813 0.502 0.542
C4 0.328 1.089 0.509
C5 0.618 1.931 -0.598
C6 1.895 2.313 -0.822
H5 1.138 0.704 1.141
H6 -0.209 2.244 -1.238
H7 2.726 1.840 -0.293
H8 2.126 3.107 -1.532

Frontier orbital gap (spin up / spin down), eV: 4.38 / 4.38
Maximum force, eV/A: 2.9
E_tot, Eh: -1058.730172
Net charge: +1
Energy above the lowest of the compared OMol25 structures with the same formula, charge and spin, kcal/mol: 0.0

Results of the natural (NBO) charge analysis, in e, for atoms 1 through 4: atom 1 (K): 0.95, atom 2 (O): -0.80, atom 3 (C): 0.21, atom 4 (O): -0.56

***

Question: What is the energy above the lowest of the compared OMol25 structures with the same formula, charge and spin in the second record?
Answer: 19.4 kcal/mol

***

Question: Which value of E_tot does entry 2 give?
Answer: -1750.454213 Eh

***

Question: Which formula does entry 3 have?
Answer: C6H8KO3